Computed, not measured: C3H3N2O as an isolated structure in a non-equilibrium geometry, with wB97M-V/def2-TZVPD.

Each line ends with the natural charge from an NBO analysis.
Element x y z (Å)
C (-0.19, 1.16, 0.01)  0.656
C (-0.04, -2.59, -0.07)  0.657
C (0.94, -1.76, 0.12)  -0.114
N (0.21, 0.04, 0.04)  -0.362
N (-0.56, 2.37, -0.01)  -0.790
O (-0.88, -3.36, -0.16)  -0.261
H (1.98, -1.59, 0.09)  0.293
H (-0.89, 2.82, 0.84)  0.460
H (-0.57, 2.91, -0.86)  0.460

Summary:
E_tot: -8175.75700 eV
charge: +1
HOMO-LUMO gap: 0.3099 hartree